ORCA calculation (the ωB97M-V functional and the def2-TZVPD basis) on a 3-piece molecular cluster, C5H15NO2 overall.

Geometry (Å):
H: -1.319766 0.056468 -0.049615
H: -4.276107 0.604414 -1.532666
H: -0.031277 0.993331 -1.816621
H: 1.528221 1.632664 -2.182049
C: -1.047455 0.652064 0.822019
N: 1.507203 -0.395503 -1.830198
H: 0.383855 -2.422213 0.935375
H: 2.497515 -0.395909 -2.008523
H: -1.429432 1.633999 0.571392
C: 1.061789 -0.178121 1.858731
H: 0.169455 -2.929403 2.371454
H: 2.244931 1.273669 0.224666
C: 0.436861 0.589190 0.970563
H: 1.226229 -1.154056 -1.232608
H: 0.930944 2.430501 0.051750
C: 1.205716 1.375634 -0.079890
O: -0.048347 -3.111256 1.453517
H: 0.421428 -0.703520 2.563416
C: 1.024028 0.937002 -1.521500
O: -3.336920 0.781465 -1.435337
H: -1.634984 0.266261 1.644888
H: -2.882936 -0.067838 -1.605507
H: 2.116955 -0.119041 2.105205

Forces on atoms 1 to 6 (eV/Å):
H -0.1 -0.1 0.0
H 0.0 -0.1 0.0
H 0.0 0.1 0.2
H 0.2 0.1 -0.1
C -0.3 -0.5 -0.5
N 0.1 0.2 -0.8

Orbital gap (eV): 9.817
E_tot (eV): -11012.560
Charge: 0
E_HOMO (eV): -9.12
Energy relative to the best compared isomer or geometry (same formula, charge and spin) (eV): 1.386
Maximum force (Eh/bohr): 0.02621
Structure (SMILES): C=C(C)CCN.O.O